{"formula": "C2H14NO4", "method": "wB97M-V/def2-TZVPD", "relative_energy_kj_mol": 196.7, "total_charge": 1, "largest_force_ev_per_a": 2.1, "homo_ev": -13.85, "species": ["C", "C", "N", "H", "H", "H", "H", "H", "H", "H", "H", "O", "H", "H", "O", "H", "H", "O", "H", "H", "O"], "positions_angstrom": [[-0.48518, -2.03926, -2.86158], [-0.49738, -2.59758, -0.43340], [-0.77126, -1.84391, -1.41307], [-0.47867, -3.10171, -3.11165], [0.45746, -1.57364, -3.12724], [-1.35088, -1.70154, -3.38478], [0.20992, -3.37420, -0.22516], [-1.00456, -2.36383, 0.49979], [-1.28123, -0.99876, -1.12104], [2.64335, 2.89409, 4.83262], [2.10717, 1.60835, 5.74824], [2.00452, 2.50414, 5.43969], [-3.07796, 1.69042, -2.16403], [-1.58889, 1.88327, -2.52307], [-2.19048, 1.76292, -1.77768], [1.55621, 1.55751, 2.29460], [0.74564, 2.67010, 2.02099], [1.06919, 1.89953, 1.52420], [1.36440, 0.06246, -0.24936], [0.16518, 0.95911, 0.23166], [0.40348, 0.10253, -0.19977]]}

{"formula": "C2H14NO5", "method": "wB97M-V/def2-TZVPD", "s2": 0.753, "multiplicity": 2, "relative_energy_kj_mol": 236.3, "total_charge": 0, "largest_force_ev_per_a": 10.1, "homo_ev": [-2.80, -6.86], "species": ["O", "C", "C", "N", "H", "H", "H", "H", "H", "H", "H", "H", "O", "H", "H", "O", "H", "H", "O", "H", "H", "O"], "positions_angstrom": [[2.70366, 1.36900, 1.98529], [1.79123, 1.43219, 2.71521], [0.62750, 0.48019, 2.12079], [1.34627, -0.42888, 1.09157], [1.73379, 1.73413, 3.68071], [0.32799, -0.13429, 2.97202], [-0.14115, 1.17471, 1.76155], [0.76118, -1.07463, 0.56862], [1.65427, 0.18491, 0.32394], [2.17631, -0.81099, 1.55467], [1.08920, -0.25847, -5.00390], [1.56906, 0.98489, -4.07553], [1.18465, 0.15414, -4.03268], [-2.87243, -0.21212, 1.67095], [-2.51608, 1.14854, 1.97459], [-2.20301, 0.43545, 1.48956], [-2.91964, -0.26454, -2.95299], [-2.93600, -0.55586, -1.50489], [-2.36168, -0.48011, -2.23027], [-0.35771, -0.93822, -1.74229], [-0.61791, -2.38786, -1.29852], [-0.03949, -1.55218, -1.06837]]}

{"formula": "C2H14O4S", "method": "wB97M-V/def2-TZVPD", "s2": 0.753, "multiplicity": 2, "relative_energy_kj_mol": 38.5, "total_charge": -1, "largest_force_ev_per_a": 0.7, "homo_ev": [-4.73, -4.72], "species": ["C", "C", "S", "H", "H", "H", "H", "H", "H", "H", "H", "O", "H", "H", "O", "H", "H", "O", "H", "H", "O"], "positions_angstrom": [[-0.83547, 0.87326, 1.52130], [-0.99872, -0.64023, 1.46607], [-2.17432, -1.19889, 0.22066], [-0.49901, 1.26332, 0.56307], [-0.09893, 1.10791, 2.27683], [-1.77842, 1.35546, 1.78338], [-0.02782, -1.10671, 1.26950], [-1.36682, -1.03594, 2.40650], [2.70357, -1.82285, -2.74462], [2.94108, -0.61295, 1.42832], [1.97503, 0.31285, 0.40505], [2.04258, -0.28955, 1.35755], [-2.71398, 0.72124, -0.65460], [-3.52885, 1.55115, -1.67022], [-2.86753, 1.62686, -0.98484], [2.48555, -2.45091, -2.44698], [2.21554, 1.76691, -0.85437], [1.70569, 0.96430, -0.71903], [0.81264, -0.22034, -1.44523], [-0.37075, -1.15313, -1.30411], [0.37896, -1.01175, -1.87423]]}

{"formula": "C2H14O4S2", "method": "wB97M-V/def2-TZVPD", "smiles": "CCSS.O.O.O.O", "relative_energy_kj_mol": 52.0, "total_charge": 0, "largest_force_ev_per_a": 1.1, "homo_ev": -8.80, "species": ["C", "C", "S", "S", "H", "H", "H", "H", "H", "H", "O", "H", "H", "O", "H", "H", "O", "H", "H", "O", "H", "H"], "positions_angstrom": [[-0.11541, -2.32154, 3.10037], [0.36430, -0.96040, 2.62869], [-0.87223, 0.02902, 1.75353], [-0.69688, -0.64656, -0.14361], [-1.00485, -2.25960, 3.72360], [-0.28507, -3.02265, 2.29851], [0.70847, -2.79600, 3.65060], [0.64592, -0.36486, 3.49381], [1.22146, -1.12102, 1.99814], [0.61989, -0.44118, -0.29704], [0.29786, 3.01984, -1.75494], [-0.37220, 2.32836, -1.70564], [1.02812, 2.69332, -2.28495], [-2.40944, 2.09105, -2.70335], [-2.84076, 2.38975, -1.89390], [-3.05042, 2.29630, -3.39164], [3.59995, -4.05367, -4.32263], [2.67109, -4.33831, -4.30833], [3.97813, -4.71246, -3.71373], [0.93820, 3.03140, 1.15281], [0.60829, 2.12686, 1.04615], [0.92866, 3.36029, 0.24123]]}

{"formula": "C2H14O5", "method": "wB97M-V/def2-TZVPD", "smiles": "C=C.O.O.O.O.O", "relative_energy_kj_mol": 168.5, "total_charge": 0, "largest_force_ev_per_a": 4.9, "homo_ev": -9.63, "species": ["C", "C", "H", "H", "H", "H", "O", "H", "H", "O", "H", "H", "O", "H", "H", "O", "H", "H", "O", "H", "H"], "positions_angstrom": [[-2.94335, 0.06472, 1.18541], [-3.06920, 0.74679, 0.04864], [-3.15292, 0.59020, 2.11922], [-2.34467, -0.93213, 1.17416], [-3.79963, 1.56093, 0.10388], [-2.42566, 0.58635, -0.79464], [-0.07266, 1.66426, 0.80930], [-0.31844, 1.34860, -0.11450], [-0.13663, 2.57526, 0.58564], [-0.24886, 0.20978, -1.99365], [0.43812, -0.02590, -2.62265], [-0.35018, -0.60454, -1.43151], [0.45952, -2.65493, -0.92249], [0.06533, -2.96853, -0.12680], [1.25126, -2.15475, -0.68422], [2.90536, -1.45924, -0.52196], [3.55441, -1.29297, -1.20383], [2.73911, -0.72760, 0.14089], [2.64094, 1.11148, 1.09575], [1.69151, 1.38354, 1.30898], [3.11665, 0.97869, 1.84438]]}

{"formula": "C2H14O5", "method": "wB97M-V/def2-TZVPD", "smiles": "CCO.O.O.O.O", "relative_energy_kj_mol": 178.2, "total_charge": 0, "largest_force_ev_per_a": 3.6, "homo_ev": -10.75, "species": ["C", "C", "O", "H", "H", "H", "H", "H", "H", "O", "H", "H", "O", "H", "H", "O", "H", "H", "O", "H", "H"], "positions_angstrom": [[-0.36439, 0.70140, 2.58682], [1.07438, 0.24454, 2.40202], [1.83993, 0.81800, 1.35285], [-1.11070, 0.09365, 1.96812], [-0.53877, 1.78433, 2.17158], [-0.61347, 0.88732, 3.60146], [1.63114, 0.43895, 3.36435], [1.18694, -0.78436, 2.13067], [1.79075, 1.80240, 1.46777], [-0.75283, 0.98384, -0.43166], [0.22727, 0.89017, -0.35680], [-1.07354, 1.64480, -1.10704], [-1.12917, -0.62317, -4.91831], [-0.54698, -1.18619, -5.38484], [-1.12882, -1.06890, -4.04326], [-1.84670, -1.79577, -0.62444], [-1.48585, -0.88237, -0.29880], [-1.30032, -2.44374, -0.18414], [1.59402, -0.44918, -1.49173], [0.80528, 0.07656, -1.39757], [1.74181, -1.13228, -0.80705]]}

{"formula": "C2H14O5", "method": "wB97M-V/def2-TZVPD", "smiles": "C=C.O.O.O.O.O", "relative_energy_kj_mol": 285.0, "total_charge": 0, "largest_force_ev_per_a": 4.7, "homo_ev": -9.63, "species": ["C", "C", "H", "H", "H", "H", "O", "H", "H", "O", "H", "H", "O", "H", "H", "O", "H", "H", "O", "H", "H"], "positions_angstrom": [[-1.31472, 1.94017, -0.15150], [-0.80887, 0.78074, 0.16387], [-2.25425, 2.32568, 0.27244], [-0.85190, 2.59611, -0.88563], [-1.19841, 0.11365, 0.93179], [0.01609, 0.21130, -0.31600], [-0.27130, 1.00009, 2.54433], [-0.96233, 0.64884, 3.15136], [-0.51413, 1.95599, 2.28960], [-1.20135, -2.52780, -1.87089], [-0.73011, -2.19833, -1.02596], [-0.37473, -2.80548, -2.54331], [0.05009, -0.70508, -2.86707], [-0.88179, -0.65288, -2.96783], [0.26950, -0.64483, -1.92960], [1.42614, -1.42389, -0.60588], [2.17948, -1.97486, -0.75677], [1.67578, -0.86880, 0.15815], [2.21043, 0.43756, 1.94916], [1.49717, 0.42078, 2.67153], [2.03923, 1.37106, 1.78822]]}

{"formula": "C2H14O5", "method": "wB97M-V/def2-TZVPD", "smiles": "CO.CO.O.O.O", "relative_energy_kj_mol": 182.0, "total_charge": 0, "largest_force_ev_per_a": 3.0, "homo_ev": -10.10, "species": ["C", "O", "H", "H", "H", "H", "C", "O", "H", "H", "H", "H", "O", "H", "H", "O", "H", "H", "O", "H", "H"], "positions_angstrom": [[-1.84750, -0.79223, 3.56852], [-1.02002, -0.90631, 2.48860], [-1.31634, -0.52678, 4.48257], [-2.58009, -0.01681, 3.34461], [-2.47599, -1.66551, 3.74317], [-0.51276, -0.10296, 2.62610], [1.87309, 1.02244, -2.50240], [1.87079, 2.39753, -2.86883], [1.11131, 0.59509, -3.15445], [2.84001, 0.58805, -2.75631], [1.78059, 0.65651, -1.47984], [1.30319, 2.95017, -2.32659], [2.38894, -1.95787, -0.99622], [3.19376, -2.19063, -1.45918], [2.62059, -2.01388, -0.06917], [-2.41283, 1.85940, -0.24371], [-2.51427, 1.99398, -1.18596], [-1.89871, 1.05535, -0.17010], [-0.95698, -0.71854, -0.58976], [-1.18363, -0.87655, 0.32670], [-0.26310, -1.35053, -0.77777]]}

{"formula": "C2H14O6", "method": "wB97M-V/def2-TZVPD", "smiles": "OCCO.O.O.O.O", "relative_energy_kj_mol": 55.0, "total_charge": 0, "largest_force_ev_per_a": 1.3, "homo_ev": -10.71, "species": ["O", "C", "C", "O", "H", "H", "H", "H", "H", "H", "O", "H", "H", "O", "H", "H", "O", "H", "H", "O", "H", "H"], "positions_angstrom": [[-0.72302, 0.26376, 2.18775], [-0.62278, -1.15872, 2.09515], [0.71705, -1.72052, 1.63668], [1.74747, -1.49725, 2.60664], [0.12619, 0.57518, 2.51592], [-0.74762, -1.58797, 3.09759], [-1.44684, -1.50192, 1.47220], [0.98844, -1.29591, 0.65803], [0.71122, -2.78974, 1.43254], [1.71622, -0.57155, 2.86295], [-0.43200, 0.53677, -1.09082], [0.29708, 1.13810, -0.83379], [-0.85973, 0.30891, -0.25646], [1.46272, 1.96826, 0.22914], [2.19131, 2.45724, -0.17665], [1.79468, 1.69030, 1.08789], [-1.35588, 2.43123, -3.66017], [-1.45284, 2.96554, -2.86565], [-1.06719, 1.56374, -3.33515], [-0.71924, -1.13599, -3.44217], [-1.51181, -1.59748, -3.73794], [-0.81342, -1.04197, -2.48366]]}

{"formula": "C2H14O6", "method": "wB97M-V/def2-TZVPD", "smiles": "C=CO.O.O.O.O.O", "relative_energy_kj_mol": 95.9, "total_charge": 0, "largest_force_ev_per_a": 1.8, "homo_ev": -9.62, "species": ["C", "C", "O", "H", "H", "H", "H", "O", "H", "H", "O", "H", "H", "O", "H", "H", "O", "H", "H", "O", "H", "H"], "positions_angstrom": [[3.39306, 1.56901, -1.12916], [3.09036, 0.53537, -0.35811], [2.21968, -0.44366, -0.78006], [4.01025, 2.37139, -0.75782], [2.88142, 1.70597, -2.07059], [3.60556, 0.16076, 0.51415], [1.94737, -0.36181, -1.70453], [-2.37507, 2.04979, 0.87749], [-1.76149, 1.43200, 0.45675], [-2.32109, 2.93668, 0.52191], [-0.28492, -0.66624, -2.19849], [-1.02790, -0.22028, -2.61109], [-0.41129, -0.74152, -1.24492], [-1.54924, -0.50357, 0.63547], [-0.77788, -0.65917, 1.17972], [-1.87584, -1.39055, 0.44044], [0.69188, -2.42557, 0.63387], [0.60027, -1.52416, 0.95255], [1.23758, -2.25465, -0.15018], [-4.16763, -0.56272, 2.22668], [-3.48619, -1.24369, 2.20255], [-3.63888, 0.23662, 2.36335]]}

{"formula": "C2H15F3HfO6", "method": "wB97M-V/def2-TZVPD", "relative_energy_kj_mol": 1920.4, "total_charge": 0, "largest_force_ev_per_a": 3.3, "homo_ev": -8.61, "species": ["Hf", "F", "F", "F", "C", "C", "O", "H", "H", "H", "H", "H", "O", "H", "H", "O", "H", "H", "O", "H", "H", "O", "H", "H", "O", "H", "H"], "positions_angstrom": [[20.59339, -36.01670, -3.55935], [21.33005, -33.69617, -5.54922], [18.40028, -36.57909, -5.86677], [21.05658, -39.08479, -3.17391], [19.60504, -34.15605, 1.65992], [20.24132, -35.53982, 1.37460], [20.82776, -35.77690, 0.12594], [20.31180, -33.33673, 1.79145], [18.93351, -34.20273, 2.51722], [18.90403, -33.92292, 0.85847], [19.40192, -36.22913, 1.46593], [20.97547, -35.86715, 2.11079], [23.99466, -36.10666, -3.29176], [24.59484, -35.91073, -4.01122], [24.55239, -36.13266, -2.51428], [22.03926, -32.59916, -1.86378], [22.27415, -32.50801, -0.94033], [22.69683, -32.08356, -2.33068], [17.73129, -37.20102, -2.09253], [16.94262, -37.64488, -2.40435], [17.57810, -37.06853, -1.15701], [18.26465, -33.58213, -2.80038], [18.40138, -32.63593, -2.75306], [17.34694, -33.67958, -3.05445], [22.18355, -37.44956, -6.35489], [22.96195, -37.99744, -6.45559], [21.82465, -37.37764, -7.23935]]}

{"formula": "C2H15N2O4", "method": "wB97M-V/def2-TZVPD", "relative_energy_kj_mol": 94.4, "total_charge": 1, "largest_force_ev_per_a": 1.2, "homo_ev": -12.10, "species": ["C", "C", "N", "N", "H", "H", "H", "H", "H", "H", "H", "H", "H", "O", "H", "H", "O", "H", "H", "O", "H", "H", "O"], "positions_angstrom": [[-1.19940, 0.75400, 0.22418], [-1.35036, -0.08392, -0.81547], [-2.06068, -1.22503, -0.70181], [-0.40808, 1.98371, 0.03621], [-1.66107, 0.65655, 1.19212], [-0.81619, 0.12727, -1.73599], [-1.79106, -2.01746, -1.26049], [-2.64760, -1.39320, 0.10883], [0.25139, 1.79412, -0.72528], [0.16435, 2.23920, 0.83608], [-0.96748, 2.79980, -0.22350], [-4.33606, -2.12050, 1.87791], [-4.19938, -0.54095, 1.94751], [-3.78244, -1.36269, 1.68141], [3.75090, -1.34060, -1.78736], [3.58259, -1.36261, -0.22634], [3.31002, -0.91982, -1.04319], [3.48366, 0.00594, 2.52266], [2.04465, -0.40749, 2.67233], [2.77687, -0.46209, 2.04844], [1.97186, 1.20713, -2.95204], [2.21643, 0.48297, -1.63956], [1.66706, 1.18568, -2.03664]]}

no.,DFT total energy (a.u.)
1,-440.0145
2,-515.3611
3,-783.6953
4,-1181.9142
5,-460.7413
6,-460.7377
7,-460.6970
8,-460.7362
9,-536.0047
10,-535.9892
11,-883.7142
12,-495.4363